No. 1
Here is 13 unconnected molecules or ions with the total composition C46H89F8N14O22S8 in a non-equilibrium geometry from the OMol25 dataset. Energies are from the ωB97M-V functional and the def2-TZVPD basis.

Computed properties:
Max |F|, eV/Å: 11.61
2S+1: 1
Total charge: -1
Highest occupied orbital energy, Ha: -0.179

Last column: Löwdin charge in e.
CARTESIAN COORDINATES (ANGSTROEM)
C: -2.62 -1.46 -1.04  -0.025
C: -2.07 -0.72 0.20  -0.160
N: -0.67 -0.53 -0.03  -0.039
C: 0.34 -1.23 0.62  0.030
C: 1.49 -0.88 -0.05  -0.028
N: 1.18 0.11 -1.00  -0.084
C: -0.15 0.37 -0.98  0.045
C: 2.18 0.75 -1.86  0.000
H: -2.78 -0.90 -1.97  0.068
H: -3.65 -1.77 -0.85  0.070
H: -2.19 -2.39 -1.41  0.081
H: -2.27 -1.18 1.17  0.095
H: -2.61 0.23 0.28  0.104
H: 0.15 -2.05 1.30  0.116
H: 2.53 -1.18 0.02  0.100
H: -0.73 1.05 -1.59  0.160
H: 3.12 0.21 -1.74  0.072
H: 2.06 1.81 -1.62  0.089
H: 1.71 0.64 -2.83  0.046
C: 3.22 1.17 2.70  -0.061
C: 4.28 2.22 2.97  -0.147
N: 5.65 1.67 3.16  -0.046
C: 6.71 2.46 3.57  -0.018
C: 7.76 1.58 3.69  0.009
N: 7.35 0.22 3.37  -0.059
C: 6.04 0.37 3.03  0.024
C: 8.11 -1.02 3.36  0.006
H: 3.12 0.51 3.56  0.084
H: 3.32 0.60 1.78  0.063
H: 2.24 1.61 2.56  0.079
H: 4.06 2.75 3.90  0.128
H: 4.39 2.97 2.19  0.125
H: 6.62 3.53 3.66  0.134
H: 8.81 1.68 3.93  0.119
H: 5.49 -0.41 2.52  0.134
H: 8.79 -1.18 4.21  0.104
H: 8.60 -1.17 2.40  0.090
H: 7.36 -1.81 3.43  0.105
C: 4.22 3.92 -2.71  -0.018
C: 5.37 2.80 -2.65  -0.124
N: 6.71 3.40 -2.69  -0.051
C: 7.33 3.79 -1.51  0.016
C: 8.51 4.39 -1.90  -0.014
N: 8.61 4.38 -3.26  -0.124
C: 7.45 3.82 -3.78  0.075
C: 9.65 4.88 -4.05  -0.016
H: 3.21 3.53 -2.58  0.049
H: 4.21 4.40 -3.68  0.080
H: 4.42 4.60 -1.87  0.068
H: 5.25 2.05 -3.43  0.129
H: 5.45 2.13 -1.80  0.111
H: 6.87 3.62 -0.55  0.137
H: 9.27 4.89 -1.32  0.135
H: 7.16 3.67 -4.81  0.171
H: 9.81 4.19 -4.88  0.109
H: 10.54 4.88 -3.41  0.111
H: 9.38 5.81 -4.55  0.113
C: -4.12 0.58 5.21  -0.039
C: -2.87 1.13 4.58  -0.206
N: -1.73 0.38 4.94  -0.048
C: -0.87 0.64 5.99  -0.028
C: 0.12 -0.30 5.97  -0.024
N: -0.20 -1.29 5.03  -0.058
C: -1.40 -0.84 4.44  0.089
C: 0.57 -2.44 4.60  0.011
H: -4.97 1.22 4.97  0.063
H: -4.04 0.58 6.30  0.083
H: -4.30 -0.40 4.78  0.077
H: -2.64 2.14 4.93  0.122
H: -3.00 1.29 3.50  0.116
H: -0.96 1.47 6.67  0.131
H: 0.99 -0.42 6.60  0.121
H: -1.90 -1.38 3.65  0.148
H: 1.46 -2.68 5.19  0.107
H: 1.02 -2.15 3.66  0.085
H: -0.14 -3.25 4.45  0.085
C: -1.19 -4.23 -4.92  -0.078
C: -0.14 -3.45 -4.16  -0.239
C: 1.20 -3.67 -4.85  -0.072
N: 2.38 -2.91 -4.11  -0.173
C: 2.28 -3.09 -2.54  0.050
C: 2.53 -1.41 -4.38  -0.161
C: 3.05 -1.31 -5.72  -0.173
C: 3.97 -2.53 -5.81  -0.161
C: 3.81 -3.40 -4.58  -0.067
H: -2.13 -3.93 -4.47  0.086
H: -1.18 -5.30 -4.75  0.083
H: -1.15 -4.12 -6.00  0.083
H: -0.15 -3.82 -3.13  0.109
H: -0.35 -2.38 -4.16  0.100
H: 1.12 -3.25 -5.85  0.126
H: 1.45 -4.73 -4.92  0.133
H: 2.16 -4.15 -2.29  0.113
H: 1.34 -2.60 -2.28  0.080
H: 3.18 -2.68 -2.09  0.085
H: 3.27 -1.01 -3.68  0.110
H: 1.54 -0.98 -4.27  0.115
H: 3.66 -0.41 -5.80  0.125
H: 2.22 -1.44 -6.40  0.117
H: 4.99 -2.16 -5.93  0.111
H: 3.71 -3.14 -6.68  0.111
H: 4.62 -3.10 -3.91  0.117
H: 3.68 -4.47 -4.76  0.125
C: -8.66 3.59 5.36  -0.100
C: -8.10 3.94 3.97  -0.248
C: -7.02 2.98 3.51  -0.098
N: -6.45 3.16 2.05  -0.224
C: -5.64 4.39 1.94  0.012
C: -5.65 1.95 1.49  -0.065
C: -5.90 2.03 0.01  -0.135
C: -7.39 2.42 -0.17  -0.113
C: -7.68 3.22 1.11  -0.095
H: -9.34 4.37 5.71  0.075
H: -7.94 3.75 6.17  0.069
H: -9.00 2.56 5.41  0.084
H: -7.76 4.96 4.16  0.107
H: -8.99 3.91 3.34  0.103
H: -7.50 2.01 3.46  0.134
H: -6.25 3.07 4.28  0.125
H: -4.79 3.99 2.51  0.086
H: -6.13 5.30 2.26  0.105
H: -5.30 4.47 0.91  0.112
H: -4.58 1.99 1.64  0.107
H: -6.04 1.03 1.94  0.119
H: -5.35 2.83 -0.48  0.113
H: -5.71 1.10 -0.54  0.122
H: -7.55 2.92 -1.13  0.117
H: -8.09 1.57 -0.17  0.122
H: -7.92 4.27 0.94  0.126
H: -8.53 2.78 1.63  0.115
N: 0.03 1.29 -4.38  -0.281
S: -1.06 0.71 -5.39  0.511
O: -0.67 -0.42 -6.17  -0.258
O: -2.00 1.70 -5.92  -0.258
F: -1.88 0.14 -4.12  -0.207
S: 0.75 2.14 -5.41  0.417
O: 0.23 3.41 -5.83  -0.264
O: 1.51 1.35 -6.35  -0.292
F: 1.89 2.58 -4.38  -0.232
N: -7.25 -2.58 -3.99  -0.283
S: -5.89 -2.46 -4.99  0.656
O: -5.10 -3.71 -5.08  -0.315
O: -5.25 -1.15 -5.11  -0.299
F: -6.77 -2.46 -6.43  -0.265
S: -6.64 -2.20 -2.73  0.391
O: -6.43 -0.79 -2.46  -0.325
O: -5.60 -3.11 -2.27  -0.296
F: -7.93 -2.54 -1.73  -0.233
N: -0.82 -5.71 1.35  -0.218
S: -2.30 -6.07 0.51  0.620
O: -3.39 -5.11 0.41  -0.271
O: -2.66 -7.50 0.66  -0.309
F: -1.66 -5.97 -1.02  -0.255
S: -1.60 -5.13 2.49  0.404
O: -2.68 -5.75 3.23  -0.270
O: -1.66 -3.62 2.44  -0.380
F: -0.40 -5.40 3.48  -0.215
N: -6.45 -1.37 3.24  -0.262
S: -8.00 -2.05 3.22  0.524
O: -8.24 -3.30 3.88  -0.264
O: -8.87 -1.73 2.11  -0.268
F: -8.51 -1.03 4.35  -0.242
S: -6.09 -2.20 2.06  0.369
O: -6.45 -1.72 0.78  -0.261
O: -5.96 -3.65 2.22  -0.256
F: -4.45 -1.87 2.11  -0.264
C: -0.25 3.59 1.51  -0.035
C: -1.75 3.11 1.57  -0.808
O: -2.22 2.69 0.54  -0.022
O: -2.43 3.48 2.54  -0.083
H: -0.19 4.62 1.15  0.060
H: 0.40 3.00 0.86  0.035
H: 0.19 3.58 2.51  0.040
C: 4.10 -2.95 2.25  -0.057
C: 3.38 -4.15 1.67  -0.806
O: 3.54 -5.30 2.19  -0.098
O: 2.49 -3.96 0.84  -0.053
H: 3.39 -2.19 2.58  0.042
H: 4.72 -2.40 1.55  0.035
H: 4.71 -3.40 3.03  0.056
C: 7.27 -0.78 -0.51  -0.017
C: 5.74 -0.79 -0.96  -0.700
O: 4.96 -0.29 -0.17  -0.071
O: 5.38 -1.09 -2.20  -0.138
H: 7.41 -0.67 0.56  0.018
H: 7.80 0.01 -1.04  0.053
H: 7.65 -1.78 -0.73  0.068

***

No. 2
Here is 2 unconnected molecules or ions with the total composition C7H11NO2S in a non-equilibrium geometry from the OMol25 dataset. Energies are from the ωB97M-V functional and the def2-TZVPD basis.

Computed properties:
Max |F|, eV/Å: 4.54
2S+1: 1
Total charge: 0
Energy relative to the best compared isomer or geometry (same formula, charge and spin), kcal per mole: 76.4
Highest occupied orbital energy, Ha: -0.348

Last column: Löwdin charge in e.
CARTESIAN COORDINATES (ANGSTROEM)
C: 1.87 -1.23 -0.51  -0.211
C: 3.10 1.26 0.69  -0.096
C: 2.78 1.39 -0.77  -0.121
C: 1.62 1.09 0.17  -0.172
C: -0.21 -0.47 0.58  0.045
C: -3.55 -0.59 0.87  -0.210
C: 1.03 -0.32 0.11  -0.261
N: 2.47 -1.97 -1.16  0.195
O: -4.17 0.35 -1.54  -0.462
O: -2.36 -1.62 -1.19  -0.379
S: -3.00 -0.05 -0.83  0.850
H: 3.61 0.39 1.13  0.111
H: 3.31 2.05 1.30  0.062
H: 3.02 2.39 -1.11  0.103
H: 3.29 0.63 -1.33  0.081
H: 0.98 1.90 0.22  0.106
H: -1.57 -1.81 -1.78  0.085
H: -0.68 0.28 1.09  0.039
H: -0.73 -1.47 0.54  0.090
H: -3.97 0.22 1.35  0.013
H: -4.25 -1.52 0.81  0.105
H: -2.58 -0.88 1.36  0.026

***

No. 3
Here is a molecular structure, C4H3CuLiMgO2 in a non-equilibrium geometry from the OMol25 dataset. Energies are from the ωB97M-V functional and the def2-TZVPD basis.

Computed properties:
Max |F|, eV/Å: 2.37
2S+1: 2
<S²>: 0.7532
Total charge: +2
Energy relative to the best compared isomer or geometry (same formula, charge and spin), kcal per mole: 29.9
Highest occupied orbital energy (alpha / beta), Ha: -0.541 / -0.540

Last column: Löwdin spin population.
CARTESIAN COORDINATES (ANGSTROEM)
C: 0.34 -0.24 -1.00  0.590
O: 0.97 -1.23 -1.25  0.225
Cu: 2.75 -1.71 -2.85  0.005
Mg: -0.91 -0.66 2.42  0.005
C: 0.08 2.10 0.81  -0.002
C: -0.45 0.90 1.09  0.016
C: -0.80 -0.12 -0.02  0.098
O: -1.07 -1.36 0.58  0.050
Li: -0.29 -2.82 -0.16  0.008
H: 1.11 2.30 1.17  0.000
H: -1.66 0.26 -0.61  0.001
H: -0.07 2.59 -0.16  0.003

***

Question: What is the formula in the second record?
Answer: C7H11NO2S